Record 1
Density functional theory data (ωB97M-V with the def2-TZVPD basis set) for C21H29N5O2S in the gas phase.

Each line ends with the natural charge from an NBO analysis.
CARTESIAN COORDINATES (ANGSTROEM)
C1 3.30 -5.37 0.64  -0.6128
C2 2.39 -6.54 1.02  -0.1935
C3 1.56 -6.99 -0.18  -0.6151
C4 1.47 -6.16 2.21  -0.4532
C5 0.69 -4.93 1.95  0.0361
N1 -0.36 -4.87 1.21  -0.2770
N2 -0.89 -3.66 1.10  -0.3000
C6 -0.24 -2.76 1.77  0.2013
N3 -0.61 -1.45 1.81  -0.6467
C7 0.10 -0.53 2.53  0.6865
O1 1.10 -0.83 3.15  -0.6034
C8 -0.43 0.89 2.50  -0.4793
C9 -1.96 1.01 2.48  -0.5036
C10 -2.48 0.95 1.05  0.6999
O2 -2.64 -0.14 0.51  -0.6619
N4 -2.77 2.09 0.41  -0.4218
C11 -2.46 3.45 0.81  -0.2160
C12 -1.41 4.03 -0.14  -0.2327
N5 -1.91 4.00 -1.50  -0.4380
C13 -1.11 4.76 -2.45  -0.2460
C14 0.30 4.25 -2.61  0.0381
C15 1.33 4.72 -1.80  -0.2495
C16 2.61 4.21 -1.90  -0.1947
C17 2.88 3.21 -2.82  -0.2157
C18 1.87 2.73 -3.64  -0.2028
C19 0.59 3.25 -3.53  -0.2417
C20 -2.18 2.63 -1.90  -0.2354
C21 -3.23 2.04 -0.97  -0.2331
S1 1.15 -3.37 2.63  0.3888
H1 4.03 -5.68 -0.10  0.2106
H2 3.83 -4.99 1.51  0.2047
H3 2.71 -4.56 0.21  0.2087
H4 3.02 -7.37 1.35  0.1967
H5 2.20 -7.20 -1.03  0.2027
H6 1.01 -7.90 0.07  0.2057
H7 0.84 -6.22 -0.45  0.2278
H8 0.78 -6.99 2.39  0.2332
H9 2.08 -6.01 3.10  0.2162
H10 -1.44 -1.18 1.26  0.4628
H11 -0.03 1.39 3.38  0.2433
H12 0.00 1.38 1.62  0.2304
H13 -2.40 0.17 3.02  0.2452
H14 -2.28 1.92 2.98  0.2238
H15 -3.38 4.04 0.73  0.2050
H16 -2.09 3.49 1.83  0.2116
H17 -0.47 3.46 -0.03  0.1736
H18 -1.22 5.07 0.14  0.2074
H19 -1.63 4.73 -3.40  0.2054
H20 -1.09 5.80 -2.10  0.2026
H21 1.12 5.51 -1.08  0.2076
H22 3.39 4.59 -1.26  0.2133
H23 3.88 2.80 -2.89  0.2162
H24 2.08 1.96 -4.36  0.2160
H25 -0.19 2.89 -4.19  0.2102
H26 -1.27 2.01 -1.86  0.1809
H27 -2.56 2.64 -2.92  0.2090
H28 -4.16 2.62 -1.04  0.1995
H29 -3.43 1.00 -1.22  0.2531

## Properties
ΔE to the lowest compared entry with this formula, charge and spin (kcal/mol): 0.1
Spin multiplicity: 1

Record 2
Density functional theory data (ωB97M-V with the def2-TZVPD basis set) for 6 unconnected molecules or ions with the total composition C17H50N6O6.

Each line ends with the Mulliken charge.
CARTESIAN COORDINATES (ANGSTROEM)
C1 1.66 1.19 -0.80  -0.3959
O1 1.46 0.32 0.28  0.0428
C2 2.31 0.45 1.35  -0.6662
C3 3.83 0.51 1.14  0.4087
C4 4.46 -0.79 0.49  -1.5584
N1 4.42 0.65 2.51  -0.6223
H1 0.67 1.19 -1.29  -0.3398
H2 2.34 0.90 -1.59  0.4228
H3 1.92 2.23 -0.52  0.0881
H4 1.97 1.34 1.91  0.0599
H5 2.07 -0.42 1.93  0.3335
H6 4.11 1.41 0.62  0.5417
H7 4.17 -0.86 -0.56  0.2933
H8 3.91 -1.54 0.97  0.3707
H9 5.55 -0.84 0.56  0.4079
H10 4.65 -0.26 2.91  0.2466
H11 5.24 1.25 2.56  0.2293
C5 2.23 -3.46 -1.33  -0.5103
O2 1.05 -4.19 -1.24  -0.4117
C6 0.19 -3.73 -0.26  -0.1761
C7 -1.19 -4.10 -0.62  0.2993
C8 -1.52 -3.74 -2.01  -1.0038
N2 -1.99 -3.29 0.34  -0.5193
H12 2.89 -3.84 -2.17  0.3221
H13 2.91 -3.64 -0.46  0.2742
H14 2.05 -2.36 -1.47  0.1238
H15 0.49 -3.95 0.74  0.5963
H16 0.12 -2.60 -0.20  -0.2937
H17 -1.30 -5.17 -0.47  0.3812
H18 -0.74 -4.10 -2.68  0.3628
H19 -1.60 -2.64 -2.06  -0.2053
H20 -2.51 -4.17 -2.35  0.3975
H21 -3.01 -3.47 0.24  0.2280
H22 -1.72 -3.59 1.28  0.1428
C9 -3.48 -1.39 -4.36  -0.2214
O3 -3.57 0.02 -3.91  -0.3544
C10 -2.30 0.57 -3.52  -0.3018
C11 -2.56 2.01 -3.10  0.2092
C12 -1.28 2.72 -2.72  -0.5385
N3 -3.49 2.15 -2.02  -0.5822
H23 -4.49 -1.74 -4.43  0.2972
H24 -2.95 -1.99 -3.62  -0.1336
H25 -2.96 -1.48 -5.31  0.3035
H26 -1.84 -0.03 -2.70  -0.1957
H27 -1.56 0.53 -4.28  0.5138
H28 -2.99 2.43 -4.06  0.2986
H29 -0.99 2.35 -1.78  -0.5359
H30 -1.49 3.76 -2.79  0.4454
H31 -0.49 2.55 -3.47  0.4709
H32 -3.11 1.62 -1.25  0.0749
H33 -4.36 1.65 -2.25  0.3593
C13 2.21 4.31 1.29  -0.7830
O4 1.18 3.38 1.54  -0.2194
C14 -0.11 3.89 1.27  -1.1589
C15 -1.06 2.66 1.25  2.1965
C16 -2.46 3.22 1.13  -1.5943
N4 -0.86 1.90 2.46  -0.4018
H34 3.09 3.72 1.08  0.2092
H35 2.48 4.79 2.26  0.2576
H36 2.00 5.06 0.48  0.3270
H37 -0.34 4.67 2.01  0.2987
H38 -0.16 4.29 0.23  0.4697
H39 -0.75 2.06 0.40  -1.1946
H40 -2.82 3.61 2.11  0.3998
H41 -3.20 2.45 0.82  0.3094
H42 -2.50 4.04 0.38  0.4110
H43 -1.23 2.46 3.23  0.2797
H44 -1.30 0.99 2.36  0.2556
N5 -0.14 -1.05 3.39  -0.1445
C17 -0.15 -2.31 3.78  0.5777
N6 0.76 -2.62 4.75  -0.5433
O5 -0.89 -3.24 3.42  -0.6820
H45 -0.68 -0.86 2.53  0.1157
H46 0.26 -0.34 3.96  0.2275
H47 1.53 -1.99 4.79  0.2036
H48 1.02 -3.59 4.84  0.2490
O6 -1.26 -0.37 0.83  -0.8360
H49 -0.31 -0.28 0.62  0.5280
H50 -1.47 -1.28 0.59  0.2623

## Properties
ΔE to the lowest compared entry with this formula, charge and spin (kcal/mol): 24.7
Spin multiplicity: 1

Record 3
Density functional theory data (ωB97M-V with the def2-TZVPD basis set) for 6 unconnected molecules or ions with the total composition C39H65ClF8N8O8S.

Each line ends with the Mulliken charge.
CARTESIAN COORDINATES (ANGSTROEM)
C1 3.17 2.03 0.29  -0.8020
C2 3.02 2.66 1.70  -0.5410
N1 3.37 1.66 2.74  -0.2760
C3 2.33 0.80 3.08  -0.6246
N2 2.07 -0.19 2.28  -0.0288
C4 1.05 -1.04 2.63  -0.0099
C5 0.76 -2.13 1.75  -0.2747
C6 1.53 -2.30 0.47  1.1084
C7 3.07 -2.31 0.59  -0.4650
C8 3.71 -3.64 0.20  -0.3429
F1 4.45 -4.15 1.27  -0.3581
C9 -0.26 -3.03 2.10  0.7025
C10 -0.66 -4.23 1.28  -1.6328
C11 -1.70 -3.88 0.19  -0.9019
C12 -1.13 -3.84 -1.25  -1.0276
C13 -1.15 -2.41 -1.82  -0.8391
C14 -0.13 -2.26 -2.95  -1.1340
C15 0.04 -0.80 -3.40  -0.3331
C16 1.47 -0.46 -3.85  -0.2134
C17 1.57 -0.13 -5.34  -1.5286
C18 0.74 1.08 -5.76  -0.3773
C19 1.38 2.45 -5.40  -0.7976
C20 0.32 3.40 -4.81  -0.8844
C21 0.34 3.39 -3.27  1.8329
O1 0.74 4.66 -2.75  -0.4958
C22 2.03 4.69 -2.19  -0.5304
C23 -1.00 -2.82 3.29  -0.7006
C24 -0.72 -1.74 4.10  -0.1457
S1 -1.76 -1.56 5.53  1.5864
O2 -1.99 -0.20 5.91  -0.6554
O3 -2.95 -2.32 5.28  -0.7144
C25 -0.92 -2.41 6.95  0.5115
F2 -1.85 -2.44 7.92  -0.3063
F3 0.09 -1.65 7.40  -0.2645
C26 -0.46 -3.86 6.71  0.8050
F4 0.61 -3.86 5.90  -0.2941
F5 -1.44 -4.56 6.15  -0.2690
C27 -0.06 -4.61 8.03  0.5433
F6 0.71 -3.86 8.80  -0.2340
F7 -1.13 -5.00 8.69  -0.2315
F8 0.65 -5.68 7.67  -0.2554
C28 0.33 -0.83 3.81  0.3030
N3 0.57 0.22 4.64  -0.6168
C29 1.53 0.99 4.26  0.2325
Cl1 1.90 2.36 5.28  -0.2127
H1 2.23 1.97 -0.25  -0.0308
H2 3.90 2.61 -0.27  0.5161
H3 3.60 1.04 0.41  0.3334
H4 2.00 3.02 1.86  0.2848
H5 3.75 3.45 1.78  0.4160
H6 3.76 2.10 3.57  0.4646
H7 1.24 -3.19 -0.07  -0.6775
H8 1.25 -1.46 -0.17  -0.2101
H9 3.44 -2.04 1.58  0.3788
H10 3.46 -1.56 -0.09  0.2164
H11 4.43 -3.49 -0.60  0.3203
H12 2.99 -4.39 -0.12  0.1812
H13 -1.10 -4.94 1.97  0.6955
H14 0.21 -4.73 0.84  0.6738
H15 -2.48 -4.64 0.22  0.4811
H16 -2.14 -2.91 0.41  0.6078
H17 -1.79 -4.44 -1.87  0.7231
H18 -0.13 -4.24 -1.29  0.3918
H19 -0.96 -1.67 -1.03  0.2882
H20 -2.16 -2.20 -2.19  0.6134
H21 -0.49 -2.88 -3.77  0.3670
H22 0.81 -2.64 -2.57  0.4534
H23 -0.65 -0.59 -4.21  0.5029
H24 -0.25 -0.16 -2.57  0.1538
H25 2.13 -1.31 -3.66  0.5664
H26 1.84 0.39 -3.28  -0.0546
H27 2.61 0.05 -5.62  0.4067
H28 1.24 -0.99 -5.94  0.3681
H29 0.65 1.06 -6.85  0.3378
H30 -0.27 1.04 -5.37  0.2820
H31 2.20 2.28 -4.70  0.6341
H32 1.77 2.89 -6.31  0.2355
H33 -0.66 3.11 -5.16  0.4801
H34 0.53 4.42 -5.15  0.2719
H35 -0.66 3.14 -2.91  -0.8030
H36 0.99 2.57 -2.93  -0.5076
H37 2.77 5.09 -2.89  0.3022
H38 2.37 3.72 -1.82  0.0115
H39 2.01 5.38 -1.34  0.2998
H40 -1.80 -3.51 3.53  0.6865
C30 -2.25 8.42 -1.09  -0.9460
C31 -1.28 7.27 -1.21  0.5650
N4 -1.55 6.35 -2.17  -0.2328
O4 -0.31 7.16 -0.48  -0.6148
H41 -1.71 9.35 -1.25  0.2663
H42 -2.68 8.42 -0.09  0.2662
H43 -3.06 8.36 -1.82  0.2964
H44 -2.34 6.42 -2.78  0.2402
H45 -0.91 5.57 -2.28  0.1999
C32 0.27 6.13 -8.50  -0.9519
C33 1.06 4.85 -8.47  0.7269
N5 2.37 4.94 -8.83  -0.3937
O5 0.57 3.79 -8.13  -0.5797
H46 -0.12 6.33 -7.51  0.2225
H47 -0.57 6.01 -9.19  0.2628
H48 0.87 6.98 -8.83  0.3594
H49 2.80 5.81 -9.10  0.1724
H50 2.92 4.11 -8.81  0.2246
C34 -2.35 -0.78 11.27  -0.4571
C35 -2.50 0.71 11.07  0.5784
N6 -2.34 1.16 9.79  -0.2792
O6 -2.75 1.47 11.99  -0.6368
H51 -3.28 -1.18 11.67  0.2502
H52 -1.54 -0.96 11.97  0.2445
H53 -2.13 -1.30 10.34  -0.0342
H54 -2.14 0.56 9.02  0.1688
H55 -2.44 2.15 9.63  0.1860
C36 -1.08 -8.29 -2.92  -0.9996
C37 -0.73 -7.76 -1.55  0.6461
N7 -0.02 -8.59 -0.74  -0.3925
O7 -1.05 -6.64 -1.18  -0.5441
H56 -0.65 -7.64 -3.67  0.2413
H57 -2.17 -8.29 -3.02  0.2625
H58 -0.72 -9.30 -3.07  0.3648
H59 0.25 -9.52 -1.02  0.1783
H60 0.23 -8.26 0.17  0.2196
C38 -4.21 1.08 -1.47  -0.7389
C39 -3.27 2.14 -2.00  0.5707
N8 -3.45 3.39 -1.49  -0.2936
O8 -2.40 1.89 -2.81  -0.6517
H61 -3.62 0.29 -1.00  0.0600
H62 -4.76 0.65 -2.31  0.2645
H63 -4.92 1.47 -0.75  0.3552
H64 -4.15 3.61 -0.82  0.1650
H65 -2.83 4.12 -1.80  0.2194

## Properties
E (hartree): -4222.41519
Spin multiplicity: 1

Record 4
Density functional theory data (ωB97M-V with the def2-TZVPD basis set) for 7 unconnected molecules or ions with the total composition C25H59O20P3.

Each line ends with the Mulliken charge.
CARTESIAN COORDINATES (ANGSTROEM)
C1 -6.02 1.07 -8.69  -0.6767
O1 -5.38 1.45 -7.51  -0.3848
P1 -3.74 1.50 -7.29  0.7953
O2 -3.15 2.42 -8.34  -0.7274
O3 -3.47 1.87 -5.74  0.0817
C2 -3.35 3.23 -5.40  -0.8415
O4 -3.16 -0.02 -7.53  -0.2011
C3 -3.49 -0.99 -6.57  -0.7072
H1 -5.33 0.61 -9.39  0.2838
H2 -6.51 1.82 -9.32  0.2734
H3 -6.80 0.37 -8.40  0.2840
H4 -2.50 3.75 -5.82  0.3500
H5 -3.14 3.37 -4.34  0.2791
H6 -4.19 3.90 -5.58  0.3178
H7 -3.82 -1.75 -7.28  0.3005
H8 -4.28 -0.70 -5.87  0.3985
H9 -2.65 -1.34 -5.97  0.1414
C4 -3.02 -0.09 -2.77  -0.4305
O5 -2.47 0.45 -1.52  -0.3536
P2 -1.19 -0.22 -0.74  1.1017
O6 -0.31 -0.95 -1.69  -0.7147
O7 -2.02 -1.23 0.32  -0.0583
C5 -1.34 -1.96 1.29  -0.2631
O8 -0.60 0.93 0.22  -0.3448
C6 0.75 0.66 0.65  -0.6810
H10 -3.13 0.63 -3.58  -0.0543
H11 -3.94 -0.67 -2.66  0.3527
H12 -2.41 -0.83 -3.29  0.2894
H13 -0.88 -1.36 2.07  0.0195
H14 -0.54 -2.64 0.99  0.3174
H15 -2.12 -2.58 1.72  -0.0412
H16 1.37 1.55 0.78  0.1873
H17 1.40 0.08 -0.01  0.4509
H18 0.85 0.21 1.63  0.1825
C7 4.61 -1.74 0.59  -0.5813
O9 5.73 -1.82 1.47  -0.3745
P3 6.96 -0.63 1.35  1.0141
O10 6.48 0.67 0.81  -0.6940
O11 7.93 -1.37 0.40  -0.2703
C8 8.72 -0.67 -0.60  -0.6730
O12 7.72 -0.58 2.75  -0.3426
C9 8.69 -1.61 3.05  -0.6608
H19 4.16 -2.66 0.21  0.4085
H20 4.78 -1.08 -0.26  0.3363
H21 3.83 -1.16 1.10  0.1090
H22 9.60 -1.19 -0.99  0.2732
H23 9.12 0.28 -0.26  0.3270
H24 8.08 -0.46 -1.46  0.2809
H25 8.57 -1.97 4.08  0.3023
H26 9.76 -1.45 2.91  0.2684
H27 8.40 -2.46 2.43  0.2994
C10 4.67 1.63 6.82  -1.1397
C11 3.35 1.69 6.03  -0.1743
O13 3.78 1.78 4.67  -0.2139
C12 2.83 1.70 3.64  0.6633
C13 3.53 1.94 2.30  -0.8439
O14 1.62 1.59 3.71  -0.5533
H28 5.04 2.64 6.98  0.3160
H29 5.48 1.15 6.27  0.2815
H30 4.46 1.06 7.73  0.3372
H31 2.77 0.76 6.13  0.2879
H32 2.77 2.59 6.24  0.3056
H33 4.36 2.62 2.49  0.4414
H34 2.84 2.61 1.78  0.3761
H35 3.88 1.03 1.82  -0.0508
C14 -5.48 0.08 0.27  -0.6987
C15 -4.89 -0.03 1.70  -0.0857
O15 -4.92 -1.31 2.22  -0.2627
C16 -5.12 -1.77 3.49  0.8337
C17 -4.71 -3.15 3.68  -1.1583
O16 -5.54 -1.03 4.45  -0.6313
H36 -4.63 0.00 -0.40  -0.2363
H37 -5.80 1.11 0.10  0.3656
H38 -6.23 -0.67 0.03  0.3833
H39 -3.87 0.33 1.82  0.1563
H40 -5.67 0.47 2.27  0.3990
H41 -3.89 -3.60 3.13  0.2557
H42 -5.60 -3.76 3.48  0.3567
H43 -4.71 -3.28 4.76  0.3815
C18 1.97 0.23 -4.20  -1.2156
C19 0.55 -0.19 -4.61  0.0777
O17 0.18 0.25 -5.93  -0.2933
C20 0.17 -0.63 -6.86  0.9091
C21 0.48 -0.02 -8.20  -1.2089
O18 0.05 -1.82 -6.75  -0.5935
H44 2.44 -0.29 -5.03  0.3664
H45 2.27 -0.32 -3.30  0.3421
H46 2.31 1.26 -4.23  0.2808
H47 0.34 -1.24 -4.39  0.4435
H48 -0.18 0.26 -3.92  -0.0734
H49 -0.29 -0.32 -8.92  0.2662
H50 1.39 -0.46 -8.60  0.3925
H51 0.66 1.06 -8.20  0.2914
C22 -1.49 0.57 4.44  -0.5977
C23 -1.73 1.04 5.87  -0.5532
O19 -1.90 -0.09 6.69  -0.2843
C24 -1.88 -0.01 8.02  0.7113
C25 -2.04 -1.27 8.79  -0.9880
O20 -1.76 1.05 8.61  -0.5693
H52 -1.49 1.40 3.73  0.4556
H53 -2.37 0.03 4.10  0.0583
H54 -0.58 0.00 4.24  0.1834
H55 -1.08 1.86 6.20  0.4048
H56 -2.68 1.56 5.98  0.2915
H57 -2.05 -1.20 9.88  0.3126
H58 -1.17 -1.83 8.44  0.2590
H59 -2.98 -1.78 8.61  0.2899

## Properties
ΔE to the lowest compared entry with this formula, charge and spin (kcal/mol): 75.5
Spin multiplicity: 1